58
Properties=species:S:1:pos:R:3:forces:R:3 method="wB97M-V/def2-TZVPD" total_charge=+2 multiplicity=2 total_energy_ev=-78767.245 e_above_lowest_ev=0.000 s_squared=0.76 e_lumo_ev="-6.669 / -6.578" fmax_ev_per_a=0.11
Cr 0.396575 -0.709459 -0.566703 0.085 0.067 0.015
O 2.353795 0.510332 -4.008360 -0.006 -0.004 0.004
C 1.967443 0.098340 -2.838421 0.003 0.006 -0.005
O 0.789088 0.084918 -2.461505 -0.006 -0.003 0.002
C 3.007351 -0.388440 -1.909643 0.011 -0.007 0.007
C 4.372920 -0.493821 -2.085163 -0.009 0.005 -0.003
C 5.114735 -1.022341 -1.027576 0.012 -0.002 -0.001
C 4.484309 -1.415959 0.145458 -0.012 0.002 0.003
C 3.107767 -1.262042 0.228303 0.023 0.008 -0.004
N 2.417914 -0.762315 -0.778134 -0.062 -0.002 0.013
C 2.193041 -1.598065 1.382771 -0.011 -0.029 -0.006
O 2.539202 -2.131472 2.388344 0.007 0.007 0.006
O 0.949459 -1.170868 1.110802 0.001 0.010 -0.007
H 1.602798 0.812112 -4.548245 0.003 0.000 0.001
H 4.841448 -0.179519 -3.007226 0.001 0.000 0.000
H 6.186919 -1.124557 -1.125344 0.000 0.000 0.000
H 5.028990 -1.830863 0.982735 0.003 0.000 -0.001
C -0.351538 5.360861 1.338836 -0.003 0.002 0.001
C -0.170696 3.944653 0.892907 0.003 0.000 0.003
C -0.546498 3.517227 -0.377746 0.004 -0.004 -0.006
C -0.343447 2.205002 -0.750804 -0.009 0.012 0.006
N 0.202388 1.287442 0.063022 0.013 -0.041 -0.013
C 0.557457 1.689535 1.295378 0.003 0.010 -0.005
C 0.392835 2.985832 1.731882 0.003 -0.007 0.000
H -1.002889 5.914743 0.666473 -0.001 0.001 0.001
H 0.615103 5.867455 1.367788 0.001 0.000 -0.001
H -0.765218 5.400864 2.346397 0.002 0.001 0.000
H -0.996055 4.203827 -1.082749 0.000 0.002 0.001
H -0.633132 1.867852 -1.737491 0.002 -0.003 0.001
H 0.967768 0.933477 1.947707 -0.004 0.001 0.004
H 0.700900 3.242959 2.736875 -0.002 0.002 0.000
C 0.218432 -4.886216 -1.830870 0.023 0.001 -0.035
C -0.040916 -3.431756 -2.003962 -0.002 0.007 -0.030
C -0.909144 -2.990779 -3.134836 0.034 0.022 -0.011
O 0.484754 -2.623209 -1.237624 -0.025 -0.012 0.037
H -0.722008 -5.381651 -1.576366 -0.003 0.003 0.017
H 0.953510 -5.066486 -1.052369 -0.004 -0.004 0.004
H 0.544008 -5.321639 -2.777877 -0.001 -0.003 0.006
H -1.756455 -3.663494 -3.261020 -0.007 -0.003 0.011
H -0.317332 -3.064941 -4.052733 -0.015 -0.014 -0.003
H -1.242950 -1.964990 -3.005598 -0.004 -0.003 0.003
C -4.025826 -1.207961 -0.148992 0.020 0.010 0.000
S -2.726264 0.009395 -0.231951 -0.028 0.026 0.031
O -1.515338 -0.891395 -0.628820 -0.040 -0.067 -0.032
C -2.524240 0.404307 1.476446 -0.004 0.007 -0.025
C -2.936967 1.668312 1.875771 0.004 -0.003 0.013
C -2.815966 2.012526 3.214936 -0.009 0.000 -0.002
C -2.266453 1.109383 4.113910 -0.004 0.008 -0.001
C -1.841248 -0.146580 3.691096 0.000 -0.017 -0.006
C -1.976660 -0.514895 2.363661 0.002 0.011 0.005
H -3.713634 -2.010905 0.515925 -0.005 -0.006 0.000
H -4.207928 -1.569922 -1.158719 0.000 -0.001 -0.002
H -4.913861 -0.708053 0.236591 -0.001 0.002 0.000
H -3.350587 2.367264 1.158702 0.002 0.001 -0.002
H -3.150643 2.983716 3.553565 0.002 0.000 0.000
H -2.171066 1.382365 5.156424 0.003 -0.001 0.001
H -1.412943 -0.842925 4.399158 0.002 0.004 0.002
H -1.642979 -1.487198 2.025012 0.003 -0.002 0.000

---

79
Properties=species:S:1:pos:R:3:forces:R:3 method="wB97M-V/def2-TZVPD" total_charge=+1 multiplicity=7 total_energy_ev=-146864.887 e_above_lowest_ev=1.034 s_squared=12.01 e_lumo_ev="-3.640 / -2.337" fmax_ev_per_a=3.24
Eu -0.140293 -0.844893 -0.797470 0.006 3.112 0.917
C -5.499635 0.224413 -0.442403 -0.156 -0.119 -0.005
N -4.548254 1.289605 -0.701776 0.210 0.113 0.033
C -4.822447 2.471169 -1.363109 -0.021 0.045 -0.069
C -3.685004 3.179828 -1.415084 -0.023 0.052 -0.098
N -2.700068 2.427286 -0.779951 -0.380 -0.193 -0.131
C -3.248014 1.255877 -0.340051 0.043 0.122 -0.022
S -2.531243 0.030945 0.562745 -0.301 0.089 0.379
C -1.359654 2.845552 -0.637577 0.364 0.033 0.050
C -1.099677 4.206667 -0.516246 -0.113 0.029 0.073
C 0.214101 4.626903 -0.464107 0.001 -0.127 -0.034
C 1.216137 3.670659 -0.522091 0.102 0.053 0.011
C 0.853077 2.343305 -0.613530 -0.107 0.034 0.025
N -0.413454 1.917710 -0.671724 0.046 0.224 -0.089
H -6.500259 0.647798 -0.407982 0.023 0.033 0.001
H -5.263636 -0.239838 0.510443 -0.007 0.011 0.007
H -5.454870 -0.531228 -1.226378 0.057 0.013 0.006
H -5.795729 2.699525 -1.759464 -0.007 -0.042 0.032
H -3.484127 4.124808 -1.884550 0.057 -0.022 0.012
H -1.912767 4.914179 -0.441648 0.000 -0.006 -0.021
H 0.453371 5.677908 -0.381135 -0.025 0.014 0.011
H 2.260200 3.950220 -0.501694 -0.002 -0.025 0.001
H 1.605796 1.569596 -0.669290 0.066 0.058 -0.010
F 0.889091 -4.854357 1.586613 -0.043 -0.025 -0.085
C 1.457220 -4.023808 0.734041 -0.225 0.338 -0.043
F 2.753395 -4.248567 0.691849 0.065 0.029 -0.125
F 1.254903 -2.751079 1.177952 0.153 -0.545 0.027
S 0.694384 -4.120596 -0.985021 0.268 -0.490 1.095
O 0.752940 -2.713510 -1.375450 0.913 -1.594 -0.800
O 1.487478 -5.037502 -1.710269 -0.109 -0.121 -0.223
N -0.762453 -4.598245 -0.687428 0.026 -0.004 -0.482
S -2.030135 -3.680264 -0.692975 -0.358 -0.084 1.090
O -1.762302 -2.313050 -1.131609 -1.017 -1.065 -0.450
O -3.202933 -4.301569 -1.176038 0.028 -0.174 -0.167
C -2.268080 -3.384661 1.138447 0.312 0.157 -0.194
F -2.045793 -4.450805 1.877753 0.054 -0.072 -0.114
F -3.462687 -2.908019 1.404154 -0.053 0.062 -0.070
F -1.324266 -2.439142 1.464891 -0.326 -0.401 0.194
C 3.859076 -2.149193 -1.737356 -0.110 0.241 0.111
S 3.168990 -0.930835 -0.581266 0.330 0.112 -0.064
C 3.939076 0.540621 -1.319191 -0.228 -0.201 0.182
H 3.782147 -1.762370 -2.750747 -0.028 -0.048 -0.029
H 3.297880 -3.073382 -1.666659 0.020 -0.066 -0.008
H 4.898295 -2.329407 -1.473318 0.018 -0.020 -0.048
H 4.977505 0.310517 -1.544201 0.031 0.068 0.017
H 3.901901 1.342410 -0.583555 0.048 0.037 -0.034
H 3.404646 0.829942 -2.223257 0.013 -0.005 -0.023
F -1.790705 -0.308120 -4.887980 0.102 0.139 -0.016
C -1.066753 -0.527356 -3.809472 -0.167 -0.021 -0.092
F -1.788359 -0.060348 -2.730212 0.115 -0.114 -0.166
F -0.968721 -1.848784 -3.622040 0.005 0.092 -0.156
C 0.347594 0.126470 -3.749222 -0.051 0.162 -0.474
O 0.800205 0.073800 -2.480628 0.024 0.024 -0.789
C 1.316549 -0.656870 -4.688436 0.084 -0.127 0.042
F 1.570544 -1.869049 -4.177585 0.003 0.179 -0.097
F 2.484996 -0.009727 -4.781197 -0.080 -0.052 -0.014
F 0.823559 -0.817962 -5.918676 -0.002 -0.024 0.081
C 0.242451 1.607296 -4.232207 0.039 0.073 0.113
F 1.375272 2.260204 -3.961696 -0.149 -0.010 0.018
F -0.752089 2.234675 -3.568419 0.096 -0.027 -0.103
F -0.011611 1.721440 -5.534959 0.051 -0.019 0.055
N 0.643479 -0.029320 1.263630 0.306 0.090 0.814
C 0.971740 -0.072318 2.375952 0.019 0.001 -0.140
N 1.328927 -0.146410 3.617237 0.028 -0.128 0.050
C 2.511752 0.558700 4.130425 0.048 0.272 0.079
C 2.069636 1.664936 5.083598 -0.025 -0.161 0.051
C 1.178493 1.086740 6.185527 -0.073 0.055 -0.140
C -0.036561 0.375576 5.585099 0.165 -0.050 0.007
C 0.418158 -0.717295 4.623190 -0.222 0.143 0.167
H 3.079048 0.950331 3.287831 0.003 -0.061 -0.020
H 3.131393 -0.170100 4.658547 0.004 -0.034 -0.060
H 1.519152 2.423177 4.519867 0.021 0.029 0.004
H 2.951137 2.142523 5.513035 0.009 0.004 -0.026
H 0.854546 1.879349 6.859571 0.017 -0.022 0.028
H 1.757377 0.369326 6.775427 0.001 0.034 0.058
H -0.662957 1.091044 5.045738 -0.018 -0.001 0.006
H -0.645975 -0.073009 6.370636 -0.018 -0.004 -0.018
H -0.423438 -1.178765 4.108962 0.042 -0.035 -0.028
H 0.967334 -1.491275 5.165168 0.008 -0.035 -0.067

---

56
Properties=species:S:1:pos:R:3:forces:R:3 method="wB97M-V/def2-TZVPD" total_energy_ev=-41533.234 e_above_lowest_ev=0.771 e_lumo_ev=0.656 fmax_ev_per_a=0.63 smiles="COc1ccc(C(=O)N2CCC[C@@H](CCC(=O)NCc3ccc(F)c(F)c3)C2)cc1F"
C 2.510124 5.741649 -2.311478 0.025 0.224 0.181
O 2.373425 4.595725 -3.119391 -0.051 -0.424 -0.255
C 2.077982 3.419499 -2.525417 -0.014 -0.162 -0.030
C 1.901705 3.217036 -1.159571 0.060 0.225 -0.203
C 1.596532 1.960307 -0.670996 -0.103 -0.332 -0.037
C 1.423162 0.875711 -1.518173 0.209 0.376 0.071
C 1.124008 -0.455482 -0.928273 0.008 -0.054 -0.143
O 1.695359 -0.841066 0.086217 0.149 0.073 0.265
N 0.247909 -1.247028 -1.594384 0.204 -0.241 -0.145
C -0.867426 -0.771376 -2.383505 -0.465 0.372 -0.065
C -2.152862 -0.789176 -1.545325 0.038 -0.185 -0.217
C -2.393547 -2.163413 -0.919775 0.174 0.272 0.234
C -1.160384 -2.572245 -0.111928 -0.193 -0.324 -0.233
C -1.322475 -3.908955 0.610132 0.135 0.264 -0.012
C -0.201092 -4.169379 1.626594 -0.269 -0.020 0.071
C -0.249807 -3.131642 2.736002 0.438 -0.300 -0.331
O -0.995971 -3.238094 3.690376 -0.446 -0.084 0.254
N 0.589671 -2.083649 2.581594 0.352 0.243 0.065
C 0.559747 -0.964200 3.499735 -0.106 -0.083 0.152
C -0.231558 0.183290 2.927286 0.010 0.129 -0.009
C -1.560613 -0.013016 2.563655 0.031 0.053 0.033
C -2.293123 1.000963 1.976209 0.122 0.171 -0.004
C -1.700067 2.232512 1.757592 0.076 0.046 -0.011
F -2.404973 3.218571 1.172239 0.184 -0.048 0.096
C -0.384496 2.445150 2.142354 -0.137 -0.014 0.005
F 0.195041 3.644464 1.938979 -0.140 -0.098 -0.048
C 0.350953 1.424435 2.718925 -0.236 0.029 -0.003
C 0.029678 -2.581002 -1.073624 0.153 -0.052 0.488
C 1.625849 1.052742 -2.886297 0.070 0.262 0.081
C 1.949767 2.301264 -3.363793 -0.009 0.022 -0.101
F 2.148342 2.457735 -4.688772 -0.002 0.061 0.209
H 3.334439 5.633178 -1.600237 -0.039 -0.003 -0.018
H 2.730064 6.556982 -2.998125 -0.014 -0.032 0.092
H 1.585566 5.961310 -1.769369 0.036 -0.017 -0.012
H 2.001698 4.035942 -0.466287 0.012 0.118 0.035
H 1.486415 1.807268 0.389795 0.001 -0.007 0.082
H -0.674844 0.241613 -2.734585 -0.026 -0.159 -0.035
H -0.979989 -1.431808 -3.250118 0.019 0.075 -0.024
H -2.993808 -0.506642 -2.179743 -0.032 0.083 -0.010
H -2.060537 -0.044753 -0.750317 -0.010 0.062 0.000
H -3.272606 -2.124817 -0.274095 -0.065 -0.064 0.008
H -2.584148 -2.901292 -1.702868 -0.054 -0.103 -0.042
H -0.982340 -1.791023 0.633680 0.041 0.005 -0.076
H -1.344281 -4.721325 -0.119980 -0.066 -0.059 -0.021
H -2.274893 -3.912827 1.144584 -0.046 -0.070 -0.023
H -0.364780 -5.146673 2.082461 0.107 0.067 0.046
H 0.774626 -4.166718 1.143053 0.059 -0.034 -0.013
H 1.103361 -1.932226 1.720130 -0.097 -0.147 -0.059
H 0.079844 -1.326362 4.415192 0.188 0.095 -0.093
H 1.582895 -0.651863 3.719095 -0.080 0.000 0.045
H -2.023377 -0.969011 2.755061 -0.059 -0.144 0.012
H -3.322484 0.857349 1.687695 -0.123 0.023 -0.037
H 1.375557 1.612122 3.000872 0.144 0.045 -0.005
H 0.948972 -2.895270 -0.579866 -0.094 -0.049 -0.103
H -0.168663 -3.251649 -1.915296 -0.029 -0.025 0.007
H 1.562452 0.227165 -3.577919 -0.041 -0.062 -0.110

---

54
Properties=species:S:1:pos:R:3:forces:R:3 method="wB97M-V/def2-TZVPD" total_charge=-1 total_energy_ev=-84363.035 e_lumo_ev=2.504 fmax_ev_per_a=2.91
C -0.961249 -2.074032 -0.765903 0.672 0.031 1.447
C -0.061309 -1.727219 -1.818339 1.225 -0.242 0.787
C 1.213225 -1.556685 -1.272768 -0.627 -0.383 -0.158
H -0.323122 -1.640477 -2.863530 0.046 0.083 0.053
C 1.136577 -1.729388 0.177748 -0.136 0.617 0.003
C -0.256022 -2.071797 0.454052 -0.384 -0.234 -1.288
H 1.967894 -2.122995 0.772640 -0.214 -0.227 -0.213
C -1.505564 1.585403 -0.504206 0.288 0.300 -0.924
C -1.452929 1.365674 -1.908634 0.520 0.537 0.946
C -0.139897 1.700661 -2.364632 -0.240 0.088 0.645
H -2.269281 1.017756 -2.525023 0.013 -0.126 0.002
C 0.618608 2.126386 -1.260885 -1.122 -0.061 -0.175
C -0.237554 2.100758 -0.092802 0.152 -0.647 -0.199
H 2.139700 -1.419956 -1.832711 -0.284 0.107 0.090
H -0.656126 -2.229622 1.448277 -0.050 -0.150 -0.206
H -2.017479 -2.303762 -0.884087 0.192 0.269 0.077
H -0.018195 2.529627 0.904743 -0.200 -0.178 -0.690
H 0.235459 1.624170 -3.382164 -0.101 -0.139 0.144
H -2.363621 1.422204 0.151559 0.304 0.088 -0.284
Zn 1.060610 0.178990 1.213167 -2.253 -1.136 -1.450
C 2.096640 2.414181 -1.198557 -0.735 -0.010 0.366
C 2.305123 3.848412 -0.683636 0.288 -0.080 -0.294
C 2.850906 2.164950 -2.496351 0.043 0.165 0.094
H 1.805573 4.537887 -1.381940 0.188 -0.212 0.203
H 3.381515 4.066550 -0.666363 -0.135 0.240 0.214
H 1.865063 4.000485 0.312497 0.232 -0.113 -0.318
H 2.465267 2.817665 -3.290617 0.133 -0.205 0.115
H 2.787858 1.111064 -2.804057 -0.121 0.312 0.004
H 3.901392 2.406613 -2.300595 0.066 -0.011 -0.309
C 2.546876 1.349493 -0.175262 1.621 -0.086 1.324
C 3.866177 1.511122 0.601592 -1.121 0.956 1.572
H 2.501516 0.340983 -0.655072 -0.294 0.884 0.494
H 1.854463 1.611393 0.705148 0.704 0.030 -1.031
O 3.847522 2.267357 1.585487 0.899 -0.859 -1.789
N 4.945052 0.684241 0.271526 1.003 0.876 0.710
C 4.803206 -0.728026 0.677936 -0.051 0.470 -0.222
H 5.825658 1.081349 0.627918 -0.796 -0.203 0.053
C 4.771295 -1.605531 -0.532723 -0.088 -0.687 -0.024
C 4.429088 -2.953322 -0.351762 0.107 0.238 -0.939
H 4.209929 -3.304039 0.660100 -0.008 -0.064 -0.386
C 4.347891 -3.786881 -1.476501 0.248 0.635 0.636
H 4.065548 -4.822455 -1.327532 0.000 0.031 -0.242
C 4.643154 -3.267367 -2.741039 -0.026 -0.076 0.108
H 4.599737 -3.925013 -3.599425 -0.057 0.028 -0.051
C 4.997637 -1.929740 -2.907603 0.108 0.107 0.348
H 5.240488 -1.513856 -3.886847 -0.146 -0.282 0.186
C 5.065229 -1.088672 -1.793693 -0.041 -0.095 -0.074
H 5.329754 -0.021676 -1.878767 -0.226 -0.773 -0.053
H 3.887090 -0.878108 1.279409 0.336 0.083 -0.194
H 5.655084 -0.987284 1.323417 -0.254 0.054 -0.110
F -0.480500 1.587891 3.287978 -0.148 -0.551 0.165
C -0.283026 0.372176 2.696019 -0.036 -0.125 -0.495
F 0.117576 -0.506486 3.684024 -0.624 0.206 0.481
F -1.549372 -0.060193 2.289689 1.126 0.519 0.849